Entry from OMol25: C28H19Cl5NPRuS5 as an isolated structure (wB97M-V/def2-TZVPD).

```
60
Properties=species:S:1:pos:R:3:forces:R:3
Ru 0.4988 -0.9205 -0.2125 -0.1 -0.4 0.3
Cl 0.7412 -0.8162 -3.8262 0.1 0.0 -0.1
C 1.6675 -1.9775 -2.9476 0.0 0.0 -0.1
C 1.5624 -2.0099 -1.5666 -0.1 -0.2 0.3
C 2.3587 -2.9214 -0.8888 0.1 0.0 0.1
Cl 2.2682 -2.8178 0.8692 0.0 0.0 -0.2
C 3.2325 -3.8008 -1.5026 0.0 0.1 0.0
Cl 4.1945 -4.8706 -0.5798 0.0 0.0 -0.1
C 3.2924 -3.7715 -2.9042 0.0 0.0 0.1
Cl 4.3295 -4.8525 -3.7184 0.0 0.0 0.0
C 2.5176 -2.8534 -3.6249 0.0 0.0 0.0
Cl 2.6243 -2.8068 -5.3308 0.0 0.0 0.0
N 0.3614 1.2922 1.8522 -0.1 0.0 0.0
C -0.5738 0.3301 1.7058 0.1 0.1 0.3
C -0.8609 -0.4648 2.9145 -0.1 0.0 -0.2
C -1.9917 -1.1547 3.0273 0.1 0.1 0.1
C -2.9720 -1.2572 1.8867 0.0 0.0 0.2
C -2.2406 -1.0584 0.5518 0.1 0.0 -0.2
C -1.2893 0.1350 0.5170 -0.1 0.1 -0.2
P -1.7474 1.6075 -0.5258 0.1 0.1 0.2
C -2.6140 0.9115 -1.9631 -0.1 0.1 0.0
C -3.7011 1.6886 -2.3732 -0.1 -0.1 0.0
C -4.4560 1.3242 -3.4795 0.0 -0.1 0.0
C -4.1452 0.1656 -4.1741 0.0 0.0 0.0
C -3.0763 -0.6245 -3.7654 0.0 0.0 0.0
C -2.3109 -0.2497 -2.6740 0.1 -0.1 0.1
C -0.1628 2.2465 -1.1973 0.2 0.0 -0.1
C 1.0860 1.6318 -1.3196 0.1 -0.2 0.2
C 2.1948 2.2612 -1.8576 -0.1 0.2 -0.1
C 2.0653 3.5621 -2.3286 0.0 -0.1 0.0
C 0.8435 4.2076 -2.2287 0.0 0.0 0.0
C -0.2451 3.5649 -1.6561 0.0 0.0 0.0
H 0.4859 2.0179 1.1583 0.0 0.0 0.0
H 0.7648 1.4653 2.7602 0.0 0.0 0.0
H -0.1807 -0.3828 3.7524 0.0 0.0 0.0
H -2.2320 -1.6004 3.9858 0.0 -0.1 0.0
H -3.7212 -0.4621 2.0233 0.0 0.0 -0.1
H -2.9509 -0.9704 -0.2682 0.0 0.0 0.1
H -3.9656 2.5817 -1.8208 0.0 0.0 0.0
H -5.2854 1.9422 -3.7935 0.0 0.0 0.0
H -4.7276 -0.1210 -5.0388 0.0 0.0 0.0
H -2.8230 -1.5219 -4.3134 0.0 0.0 0.0
H -1.4681 -0.8749 -2.3933 -0.1 0.1 0.0
H 1.3291 0.6091 -0.9669 0.0 0.3 -0.3
H 3.1381 1.7379 -1.9258 0.0 0.0 0.0
H 2.9169 4.0663 -2.7632 0.0 0.0 0.0
H 0.7384 5.2230 -2.5829 0.0 0.0 0.0
H -1.1822 4.1004 -1.5638 0.0 0.0 0.0
C -6.9169 -2.2895 -0.7146 0.0 0.0 0.0
S -5.5273 -1.5134 0.1246 0.0 0.1 -0.2
C -4.8537 -2.7821 1.0373 0.2 0.1 0.4
C -3.7268 -2.5610 1.8558 -0.3 0.1 -0.3
S -1.1083 -2.4483 0.1422 0.1 0.2 -0.3
S -3.2343 -3.8709 2.7790 0.3 -0.2 0.2
C -4.4141 -5.0219 2.2570 0.1 0.0 -0.1
S -4.4510 -6.5546 2.7786 0.0 0.0 0.0
S -5.5160 -4.3510 1.0903 -0.2 -0.2 -0.1
H -7.2892 -1.5238 -1.3919 0.0 0.0 0.0
H -7.7030 -2.5593 -0.0128 0.0 0.0 0.1
H -6.5861 -3.1469 -1.2968 0.0 0.0 0.0
```
Positions in Å, forces in eV/Å.

Computed properties:
- charge = +2
- <S²> = 6.08
- 2S+1 = 5
- gap between HOMO and LUMO (spin up / spin down) (eV) = 7.2 / 4.7
- energy above the lowest of the compared OMol25 structures with the same formula, charge and spin (kJ/mol) = 330.9

Atom charges from the Löwdin analysis, given in e for atoms 1 to 6:
1 Ru 0.964
2 Cl 0.755
3 C -0.682
4 C -0.375
5 C -0.684
6 Cl 0.674